# 1
Entry from OMol25: a molecular structure, C53H71N2OsP3SSi (ωB97M-V/def2-TZVPD).

Each line ends with the Löwdin charge.
Positions of all 132 atoms, in Å:
Os 0.094 0.022 0.135  0.607
C -0.436 0.647 -3.692  -0.107
C -0.959 1.650 -2.661  -0.499
C -1.789 2.744 -3.339  -0.096
P -1.713 0.788 -1.196  0.988
C -2.881 2.012 -0.430  -0.485
C -3.164 1.778 1.056  -0.092
C -4.218 2.096 -1.175  -0.085
C -2.744 -0.564 -1.816  -0.374
C -3.540 -0.444 -2.955  -0.086
C -4.323 -1.513 -3.365  -0.041
C -4.331 -2.693 -2.629  -0.044
C -3.543 -2.806 -1.492  -0.083
C -2.735 -1.747 -1.076  -0.290
Si -1.637 -1.829 0.452  0.595
C -1.352 -3.671 0.780  -0.312
C -2.142 -4.316 1.736  -0.077
C -2.047 -5.686 1.944  -0.049
C -1.139 -6.432 1.208  -0.045
C -0.336 -5.803 0.267  -0.076
C -0.432 -4.429 0.042  -0.393
P 0.697 -3.516 -1.070  1.104
C 2.306 -4.438 -0.765  -0.533
C 3.533 -3.527 -0.804  -0.134
C 2.555 -5.644 -1.678  -0.111
C 0.270 -3.972 -2.839  -0.517
C -0.837 -5.014 -2.983  -0.089
C -0.057 -2.710 -3.644  -0.124
C -2.570 -1.269 1.991  -0.339
C -3.918 -1.512 2.251  -0.102
C -4.473 -1.199 3.485  -0.046
C -3.668 -0.690 4.497  -0.043
C -2.322 -0.446 4.260  -0.075
C -1.783 -0.697 2.996  -0.370
P -0.078 -0.249 2.527  0.970
C 1.134 -1.477 3.203  -0.490
C 1.370 -2.692 2.304  -0.116
C 0.750 -1.939 4.613  -0.078
C 0.372 1.369 3.337  -0.496
C 0.004 1.643 4.801  -0.089
C 1.865 1.642 3.121  -0.121
H 0.267 1.153 -4.361  0.097
H -1.245 0.240 -4.303  0.084
H 0.085 -0.192 -3.222  0.007
H -0.097 2.147 -2.209  0.062
H -2.647 2.342 -3.882  0.072
H -1.152 3.233 -4.081  0.094
H -2.141 3.514 -2.649  0.066
H -2.355 2.962 -0.551  0.085
H -3.864 0.952 1.194  0.079
H -3.623 2.679 1.473  0.103
H -2.276 1.541 1.641  0.030
H -4.766 1.156 -1.088  0.086
H -4.118 2.340 -2.232  0.061
H -4.824 2.878 -0.712  0.097
H -3.555 0.473 -3.535  0.097
H -4.931 -1.424 -4.258  0.118
H -4.947 -3.527 -2.950  0.119
H -3.546 -3.735 -0.926  0.111
H -2.845 -3.752 2.338  0.094
H -2.674 -6.165 2.687  0.115
H -1.045 -7.498 1.375  0.116
H 0.389 -6.396 -0.275  0.095
H 2.191 -4.799 0.257  0.095
H 3.666 -3.083 -1.798  0.077
H 4.431 -4.113 -0.584  0.088
H 3.472 -2.722 -0.075  0.038
H 2.954 -5.323 -2.645  0.083
H 1.666 -6.244 -1.875  0.059
H 3.306 -6.296 -1.223  0.094
H 1.187 -4.397 -3.253  0.088
H -1.770 -4.660 -2.547  0.062
H -0.586 -5.961 -2.507  0.066
H -1.015 -5.209 -4.044  0.091
H -0.965 -2.223 -3.271  0.057
H -0.217 -2.963 -4.697  0.094
H 0.762 -1.991 -3.594  0.051
H -4.544 -1.952 1.478  0.118
H -5.529 -1.372 3.668  0.118
H -4.088 -0.482 5.473  0.117
H -1.706 -0.068 5.067  0.088
H 2.059 -0.904 3.250  0.096
H 0.528 -3.387 2.344  0.073
H 2.258 -3.224 2.654  0.099
H 1.532 -2.408 1.259  0.003
H -0.254 -2.374 4.622  0.083
H 0.792 -1.144 5.356  0.065
H 1.447 -2.719 4.929  0.093
H -0.190 2.087 2.739  0.057
H 0.342 0.865 5.485  0.068
H -1.065 1.796 4.938  0.072
H 0.502 2.569 5.105  0.090
H 2.465 1.152 3.893  0.091
H 2.044 2.719 3.207  0.082
H 2.223 1.322 2.141  0.047
S 1.917 -0.171 -0.986  0.720
C 2.719 1.396 -1.139  -0.463
N 4.315 2.484 -2.708  0.011
C 4.565 3.780 -2.115  -0.179
C 3.287 4.385 -1.593  -0.056
N 2.697 3.700 -0.374  -0.002
H 5.050 2.240 -3.356  0.129
H 4.922 4.448 -2.896  0.141
H 5.330 3.775 -1.336  0.116
H 2.513 4.336 -2.354  0.138
H 3.439 5.419 -1.291  0.146
H 1.931 4.326 -0.127  0.118
C -0.396 7.297 -0.056  -0.059
C -0.392 6.776 1.235  -0.054
C -0.279 5.409 1.438  -0.026
C -0.142 4.534 0.351  -0.243
C -0.177 5.072 -0.944  -0.055
C -0.297 6.444 -1.144  -0.056
C -0.081 3.068 0.582  -0.122
C 0.724 2.095 0.097  -0.289
C 2.035 2.378 -0.561  -0.252
C 4.082 1.377 -1.780  -0.333
C 5.154 1.192 -0.722  -0.008
C 5.336 1.845 0.430  -0.061
C 4.599 2.920 1.097  -0.043
C 3.562 3.703 0.820  -0.025
H -0.495 8.366 -0.209  0.117
H -0.490 7.441 2.086  0.117
H -0.292 5.008 2.447  0.119
H -0.145 4.400 -1.801  0.100
H -0.332 6.842 -2.153  0.116
H -0.915 2.741 1.200  0.062
H 4.101 0.482 -2.396  0.130
H 5.903 0.439 -0.961  0.123
H 6.211 1.546 1.000  0.115
H 5.025 3.170 2.065  0.126
H 3.248 4.456 1.533  0.137

## Properties
**HOMO**: -12.30 eV
**LUMO level**: -6.148 eV
**ΔE to the lowest compared entry with this formula, charge and spin**: 0.0 kJ/mol
**Orbital gap**: 6.2 eV
**Total charge**: +2
**Max |F|**: 1.3 eV Å⁻¹

***

# 2
Entry from OMol25: a molecular structure, C3H4O3Rb (ωB97M-V/def2-TZVPD).

Each line ends with the Mulliken spin population.
Positions of all 11 atoms, in Å:
C -2.235 -2.347 0.002  -0.048
C -2.387 -1.101 0.420  0.905
O -1.573 -0.045 0.168  0.056
C -1.840 1.112 0.778  0.021
O -0.813 1.866 0.478  -0.004
Rb 1.555 0.586 -0.872  -0.003
H -2.849 -3.139 0.430  0.021
H -1.753 -2.536 -0.965  0.050
H -0.912 2.738 0.883  0.001
O 1.697 -2.205 -0.752  0.004
H 1.240 -2.861 -1.281  -0.001

## Properties
**HOMO (spin up / spin down)**: -6.59 / -6.58 eV
**LUMO level (spin up / spin down)**: -0.692 / -0.742 eV
**ΔE to the lowest compared entry with this formula, charge and spin**: 472.9 kJ/mol
**Orbital gap (spin up / spin down)**: 5.9 / 5.8 eV
**Spin multiplicity**: 2
**Total charge**: 0
**Max |F|**: 1.3 eV Å⁻¹

***

# 3
Entry from OMol25: 4 unconnected molecules or ions with the total composition C4H16O3S (ωB97M-V/def2-TZVPD).

Each line ends with the natural charge from an NBO analysis.
Positions of all 24 atoms, in Å:
C 0.859 2.599 0.929  -0.617
C 1.231 1.136 0.836  -0.406
C 1.426 0.560 -0.582  -0.405
C 1.331 -0.951 -0.559  -0.509
S 1.279 -1.785 -2.173  -0.044
H 0.996 2.949 1.957  0.218
H -0.158 2.802 0.592  0.190
H 1.486 3.244 0.338  0.217
H 2.111 0.915 1.431  0.205
H 0.534 0.527 1.375  0.191
H 0.630 0.969 -1.204  0.194
H 2.394 0.898 -0.921  0.212
H 2.189 -1.379 -0.039  0.217
H 0.455 -1.263 0.006  0.221
H 0.437 -0.916 -2.743  0.115
O -2.437 -5.319 -2.994  -0.932
H -1.944 -4.757 -3.605  0.466
H -1.734 -5.574 -2.378  0.466
O -1.940 0.114 0.225  -0.947
H -1.462 0.941 0.326  0.469
H -2.790 0.310 -0.170  0.480
O -1.782 1.542 3.416  -0.936
H -1.065 1.778 2.810  0.462
H -2.045 0.661 3.126  0.475

## Properties
**HOMO**: -9.13 eV
**LUMO level**: 0.454 eV
**ΔE to the lowest compared entry with this formula, charge and spin**: 38.9 kJ/mol
**Orbital gap**: 9.6 eV
**Total charge**: 0
**Max |F|**: 1.1 eV Å⁻¹

***

# 4
Entry from OMol25: 2 unconnected molecules or ions with the total composition C5H12N2O3 (ωB97M-V/def2-TZVPD).

Each line ends with the natural charge from an NBO analysis.
Positions of all 22 atoms, in Å:
C 0.283 -0.362 0.918  -0.170
C 1.538 -1.158 0.631  -0.651
C 0.818 0.914 -1.011  0.861
N 1.516 1.904 -0.340  -0.882
N -0.708 -1.259 1.457  -0.879
O 1.184 0.220 -1.907  -0.597
H 0.459 0.513 1.562  0.125
H 2.514 1.780 -0.436  0.404
H 1.241 2.042 0.624  0.398
H -1.474 -0.777 1.909  0.377
H -0.313 -1.944 2.091  0.357
H 1.804 -1.792 1.488  0.192
H 2.402 -0.532 0.416  0.203
H 1.385 -1.812 -0.231  0.223
C -1.833 -0.628 -1.181  -0.738
C -1.480 0.533 -0.313  0.788
O -0.688 1.554 -1.252  -0.655
O -2.101 1.073 0.559  -0.625
H -0.748 2.421 -0.816  0.513
H -0.986 -0.950 -1.780  0.254
H -2.639 -0.301 -1.844  0.238
H -2.172 -1.440 -0.545  0.264

## Properties
**HOMO**: -7.19 eV
**LUMO level**: 0.586 eV
**ΔE to the lowest compared entry with this formula, charge and spin**: 449.8 kJ/mol
**Orbital gap**: 7.8 eV
**Total charge**: 0
**Max |F|**: 0.6 eV Å⁻¹

***

# 5
Entry from OMol25: a molecular structure, C17H19BrN2O3S2 (ωB97M-V/def2-TZVPD).

Each line ends with the natural charge from an NBO analysis.
Positions of all 44 atoms, in Å:
O 0.008 -0.829 0.737  -0.665
C -0.762 -1.675 0.080  0.659
N -1.892 -2.280 0.661  -0.599
H -2.395 -2.634 -0.079  0.415
C -2.204 -1.924 1.779  0.004
C -2.666 -0.247 2.052  -0.420
H -2.602 0.392 1.073  0.264
H -3.638 -0.323 2.487  0.182
C -1.646 0.137 3.237  -0.369
H -2.137 1.023 3.659  0.187
H -0.821 0.449 2.935  0.179
C -1.437 -1.062 4.229  -0.350
H -2.317 -1.250 4.536  0.180
H -0.751 -0.940 4.824  0.183
C -1.281 -2.258 3.091  -0.386
H -0.388 -2.026 2.700  0.217
H -1.596 -3.101 3.359  0.183
H -3.262 -2.350 1.971  0.190
C -0.361 -2.101 -1.246  -0.058
N 0.113 -0.641 -1.853  -0.963
S -0.549 0.636 -1.562  2.261
O -0.668 1.609 -2.668  -0.908
O -1.986 0.427 -0.870  -0.971
C 0.285 1.645 -0.332  -0.409
C 0.087 2.047 0.828  -0.246
C 1.006 2.684 1.401  -0.268
C 2.306 2.358 0.729  -0.391
S 2.020 1.249 -0.365  0.555
Br 3.936 2.868 1.565  0.112
H 0.909 3.410 2.230  0.239
H -1.065 2.387 0.975  0.255
H 0.555 -0.871 -2.877  0.474
C -1.451 -2.649 -2.058  -0.177
C -2.131 -1.908 -3.085  -0.179
C -3.173 -2.544 -3.714  -0.235
C -3.556 -3.977 -3.302  -0.170
C -2.547 -4.788 -2.579  -0.166
C -1.815 -3.806 -1.895  -0.151
H -1.019 -4.538 -1.164  0.176
H -2.835 -5.582 -2.278  0.182
H -4.364 -4.353 -4.123  0.228
H -3.919 -1.776 -4.252  0.243
H -1.982 -0.783 -3.135  0.252
H 0.615 -2.571 -1.337  0.261

## Properties
**HOMO**: -8.19 eV
**LUMO level**: -0.294 eV
**ΔE to the lowest compared entry with this formula, charge and spin**: 109.5 kJ/mol
**Orbital gap**: 7.9 eV
**Total charge**: 0
**Max |F|**: 17.4 eV Å⁻¹

***

Results for electronic energy: -3973.61142; -366.29448; -785.88757; -532.82269; -4364.20948 (in hartree, following the order of the records).